No. 1
18
Properties=species:S:1:pos:R:3:mulliken_charge:R:1 method="wB97M-V/def2-TZVPD" relative_energy_kj_mol=439.30 charge=0 lumo_ev=-0.3 homo_lumo_gap_ev=7.48 homo_ev=-7.765 multiplicity=1 largest_force_ev_per_a=3.57
C -1.14264 1.29586 -1.36887 -0.366
C -1.38753 1.76514 -0.04563 -0.631
C -0.46119 0.23405 -1.85442 -0.359
C 0.58774 0.12614 2.00130 -0.183
C -0.96113 0.23115 1.96940 -0.458
C 0.26953 -0.89078 -1.30416 -0.429
C 1.34166 -0.48529 1.07936 -0.381
C -1.42750 1.11607 1.09348 0.159
C 1.04748 -1.20454 -0.17711 0.808
O 1.77662 -2.40747 -0.20126 -0.500
H -1.78468 1.93354 -2.00353 0.229
H -1.76667 2.71278 -0.12635 0.386
H -0.44334 0.34445 -2.89673 0.312
H 1.13036 0.31987 2.98105 0.314
H -1.44431 -0.29381 2.84214 0.348
H 0.34910 -1.79116 -2.05830 0.100
H 2.39800 -0.36271 1.23214 0.343
H 1.91853 -2.64330 -1.16252 0.307

***

No. 2
21
Properties=species:S:1:pos:R:3:mulliken_charge:R:1 method="wB97M-V/def2-TZVPD" relative_energy_kj_mol=101.87 charge=0 lumo_ev=-0.5 homo_lumo_gap_ev=8.87 homo_ev=-9.355 smiles="O=Cc1ccccc1OCC(=O)O" multiplicity=1 largest_force_ev_per_a=2.48
C 3.22152 -0.32186 0.15184 0.281
C 1.92721 -1.03487 -0.13657 -0.133
C -0.32100 -0.19388 -0.40744 0.564
C -0.98321 -1.47762 -0.38372 -0.482
C -2.29582 -1.47367 -0.00070 -0.305
C -2.92084 -0.25377 0.31578 -0.615
C -2.26283 0.96949 0.30030 -0.671
C -0.96904 1.03234 -0.19851 0.414
C -0.13968 2.33590 -0.07848 0.103
H 2.40297 1.47497 -0.19416 0.554
H 1.46131 -1.53538 0.78339 0.376
H 2.21796 -1.78672 -0.86441 0.259
H -0.48465 -2.40956 -0.69136 0.397
H -2.91078 -2.36622 0.09084 0.384
H -3.89484 -0.40430 0.83494 0.281
H -2.77043 1.84699 0.66298 0.347
H -0.80321 3.24592 0.18491 0.259
O 3.27547 1.04226 0.10290 -0.529
O 4.13471 -1.04727 0.38494 -0.546
O 1.04801 -0.03317 -0.60180 -0.356
O 1.06715 2.39041 -0.25569 -0.582

***

No. 3
27
Properties=species:S:1:pos:R:3:mulliken_charge:R:1 method="wB97M-V/def2-TZVPD" relative_energy_kj_mol=0.00 charge=+2 lumo_ev=-9.7 homo_lumo_gap_ev=6.74 homo_ev=-16.404 multiplicity=1 largest_force_ev_per_a=6.25
O -0.72708 -5.74533 2.08608 -0.151
C -0.88884 -4.81952 2.74343 0.161
Al -0.12656 -1.92280 -1.28417 0.279
O -0.30983 -1.23636 1.93241 -0.146
C -0.23424 -1.45419 0.79699 0.388
C 0.85913 -3.61282 -0.86472 0.033
O 1.02787 -3.13541 -2.11478 -0.398
C -2.09822 -2.75856 -1.36964 0.555
O -3.17218 -3.18509 -1.29694 -0.077
C 1.55732 -2.95667 0.19111 0.310
O 2.52912 -2.99625 0.86708 -0.242
H 0.27429 -4.51653 -0.62419 0.483
S 0.61452 0.03870 -2.11200 -0.223
C 0.34701 1.35883 -1.01087 0.523
N -0.80837 1.47290 -0.35277 -0.058
C -1.19396 2.60058 0.49609 -0.546
C -0.19745 3.73835 0.43379 -0.548
C 1.22536 3.26287 0.26857 -0.582
N 1.28705 2.30688 -0.86279 -0.184
H -1.47993 0.72711 -0.48454 0.132
H -1.28299 2.23935 1.53021 0.347
H -2.17073 2.94677 0.14141 0.321
H -0.27334 4.33376 1.34638 0.363
H -0.45470 4.39649 -0.39972 0.310
H 1.59564 2.78244 1.18869 0.287
H 1.89560 4.07830 -0.01314 0.379
H 2.20553 2.05620 -1.23198 0.282

***

No. 4
23
Properties=species:S:1:pos:R:3:mulliken_charge:R:1 method="wB97M-V/def2-TZVPD" relative_energy_kj_mol=303.89 charge=0 lumo_ev="-0.8 / -0.2" homo_lumo_gap_ev="5.95 / 8.56" homo_ev="-6.727 / -8.792" multiplicity=1 largest_force_ev_per_a=4.99
C 0.16113 -0.00906 -2.53855 -0.091
C 1.49073 0.43854 -2.57916 -0.711
C -0.31585 -1.20272 -2.06850 -0.580
C 2.38947 -0.32419 -1.87385 0.286
C 1.96097 -1.65797 -1.23767 -0.812
C 0.51586 -1.98101 -1.34300 0.527
C -0.57165 1.75014 2.02266 -1.213
C -0.77411 -0.61461 1.47661 -0.928
C -0.55438 0.73786 0.95816 1.326
F 0.65974 0.86755 0.24087 -0.275
F -1.46232 0.95978 -0.00832 -0.302
Cl 4.07697 0.07824 -1.77149 -0.213
Cl -0.01059 -3.38047 -0.59034 -0.171
Br 0.31826 -1.62746 2.52408 -0.012
H -0.53358 0.83451 -2.92502 0.200
H 1.83976 1.29171 -3.02545 0.504
H -1.38818 -1.26199 -2.10305 0.369
H 2.60785 -2.51346 -1.45243 0.525
H 2.26839 -1.52832 -0.11850 0.171
H 0.14391 1.54586 2.90345 0.303
H -1.65628 1.53992 2.33289 0.323
H -0.58337 2.78070 1.65778 0.368
H -1.81495 -0.69650 1.75174 0.405

***

No. 5
23
Properties=species:S:1:pos:R:3:mulliken_charge:R:1 method="wB97M-V/def2-TZVPD" relative_energy_kj_mol=166.73 charge=0 lumo_ev=0.3 homo_lumo_gap_ev=7.03 homo_ev=-6.735 multiplicity=1 largest_force_ev_per_a=5.38
C -1.72116 1.09033 1.42450 -0.229
C 0.26830 -0.27990 1.77585 -0.297
C -1.39012 -0.27116 3.32282 -0.246
C -0.41454 0.67762 0.97592 0.511
C -2.18053 0.60002 2.57449 -0.012
C 0.97892 0.69577 -0.86333 0.479
C 2.37311 1.29850 -0.74528 -1.098
C 0.33725 -1.94489 -3.33296 -1.036
C 0.01477 -1.17772 -2.10361 0.206
N -0.15795 -0.65836 2.97219 -0.573
O -0.07041 1.19359 -0.20193 -0.375
O 0.88168 -0.25288 -1.74665 -0.239
Br -3.77446 1.28183 3.37438 -0.177
I -2.04078 -1.05129 -1.54747 0.005
H -2.21711 1.94448 0.87389 0.363
H 1.28176 -0.54364 1.73624 0.527
H -1.67854 -0.44840 4.35289 0.370
H 3.16700 0.71382 -1.05372 0.398
H 2.32956 2.25866 -1.40014 0.262
H 2.47989 1.70250 0.33402 0.288
H 1.35535 -1.80915 -3.69449 0.293
H 0.54631 -2.99439 -2.84227 0.266
H -0.36829 -2.02536 -4.18535 0.314

***

No. 6
52
Properties=species:S:1:pos:R:3:lowdin_spin:R:1 method="wB97M-V/def2-TZVPD" charge=+1 lumo_ev="-7.1 / -6.3" homo_lumo_gap_ev="5.84 / 6.73" homo_ev="-12.984 / -12.984" multiplicity=5 largest_force_ev_per_a=8.66
V 8.99983 10.84830 12.85326 2.873
V 10.39606 12.49882 9.19864 1.235
S 11.75615 10.99966 11.09695 0.010
O 10.78491 10.78340 12.18158 0.034
O 11.00530 10.71748 9.86673 -0.047
O 11.74993 12.42398 10.72890 -0.046
O 13.03320 10.35200 11.19010 -0.008
O 8.26060 15.02846 12.10402 0.002
C 8.85461 13.96504 11.64130 0.005
O 9.43939 13.90504 10.55026 -0.007
O 8.83713 12.89004 12.29476 0.027
H 7.89695 14.82128 12.96799 0.000
O 7.00693 9.92910 9.00165 0.001
C 7.88944 10.68286 9.69521 0.006
O 8.23555 10.44444 10.90429 0.025
O 8.49043 11.58938 9.06110 -0.009
H 6.89488 10.52260 8.25544 0.000
O 11.30542 13.74492 5.62272 -0.004
C 11.04854 13.37836 6.81619 -0.005
O 10.70664 12.26284 7.10671 -0.044
O 11.07243 14.03188 7.83124 -0.048
H 11.21651 12.93374 5.11708 0.000
C 6.20078 15.59362 9.41049 0.000
Cl 5.41936 17.13768 9.10263 0.000
Cl 6.36274 14.71940 7.81156 0.000
Cl 5.25057 14.62548 10.51011 0.000
H 7.20868 15.64548 9.82226 0.000
C 10.32043 17.34470 7.13573 0.000
Cl 9.25336 16.76183 8.42289 0.000
Cl 10.84430 18.99182 7.68335 0.000
Cl 9.47882 17.43370 5.58627 0.000
H 11.09951 16.58490 7.07392 0.000
C 14.28775 15.78504 9.35332 0.000
Cl 15.75171 16.56712 9.85924 0.000
Cl 13.58348 14.71070 10.66276 0.000
Cl 14.57984 14.84630 7.85919 0.000
H 13.53036 16.51856 9.07691 0.000
C 14.00467 12.97500 13.59305 0.000
Cl 15.08846 11.82812 14.38362 0.000
Cl 14.58116 14.69926 13.86461 0.000
Cl 12.41622 12.90182 14.37251 0.000
H 13.93261 12.73944 12.53126 0.000
C 11.50537 7.91652 9.13007 0.000
Cl 12.40236 6.33060 9.18884 0.000
Cl 10.14015 7.71040 10.23580 -0.001
Cl 10.92969 8.40986 7.53121 0.000
H 12.22878 8.63986 9.50631 0.000
C 14.56255 9.13490 6.16101 0.000
Cl 13.76915 10.31666 7.24915 0.000
Cl 13.55742 8.75534 4.79454 0.000
Cl 14.96694 7.59022 6.99348 0.000
H 15.50513 9.55873 5.81459 0.000